{
  "formula": "C18H22Br2F3N3O",
  "method": "ωB97M-V/def2-TZVPD",
  "e_homo_ev": -8.7854,
  "max_force_ev_per_a": 4.362,
  "species": ["N", "C", "C", "C", "C", "N", "C", "C", "C", "C", "C", "C", "C", "O", "C", "C", "N", "C", "C", "C", "C", "F", "Br", "C", "F", "F", "Br", "H", "H", "H", "H", "H", "H", "H", "H", "H", "H", "H", "H", "H", "H", "H", "H", "H", "H", "H", "H", "H", "H"],
  "coordinates": [[-4.34351, 2.00825, 0.43682], [-4.14521, 1.86727, -1.04131], [-3.20254, 3.00175, -1.61247], [-1.94468, 2.48069, -2.42410], [-1.24113, 1.22620, -1.77261], [-1.24054, 0.08544, -2.51247], [-0.56975, -0.96974, -1.90126], [-0.46466, -2.27193, -2.64421], [0.18984, -3.45271, -2.08519], [0.78959, -3.33337, -0.71483], [1.50653, -4.58227, -0.09636], [3.09119, -4.54584, -0.27436], [3.77962, -3.36168, 0.52482], [4.78084, -3.91688, 1.42088], [0.68890, -2.07603, 0.00349], [0.02901, -0.84183, -0.56272], [0.05160, 0.29899, 0.23540], [-0.57769, 1.30489, -0.42650], [-0.63792, 2.69958, 0.32766], [0.62790, 2.84252, 1.26617], [0.38562, 2.42841, 2.76010], [-0.35402, 1.26036, 2.93560], [-0.73016, 3.88578, 3.56202], [1.77570, 2.24411, 3.54357], [1.62389, 1.47906, 4.68810], [2.78725, 1.75752, 2.74735], [2.39547, 4.03315, 4.15795], [-4.11891, 1.14263, 0.92492], [-3.81900, 2.80082, 0.80360], [-5.17174, 2.05308, -1.48765], [-3.86013, 0.82668, -1.34841], [-2.81826, 3.71520, -0.82778], [-3.80125, 3.64795, -2.32436], [-2.17800, 2.21209, -3.49525], [-1.17036, 3.29455, -2.45070], [-0.92127, -2.33674, -3.66289], [0.23044, -4.37042, -2.71659], [1.23586, -4.63138, 0.99174], [1.07365, -5.49738, -0.58970], [3.49735, -5.50229, 0.17602], [3.39317, -4.55461, -1.35499], [3.05176, -2.81157, 1.17517], [4.25108, -2.65907, -0.22240], [4.82132, -3.37179, 2.22792], [1.13811, -2.03321, 1.03098], [-0.67597, 3.56533, -0.38439], [-1.58434, 2.68980, 0.94370], [0.89041, 3.94334, 1.28446], [1.48493, 2.32528, 0.76504]]
}



{
  "formula": "C18H22ClN2O5PdS",
  "method": "ωB97M-V/def2-TZVPD",
  "e_homo_ev": -11.7966,
  "de_lowest_ev": 0.000,
  "total_charge": 1,
  "max_force_ev_per_a": 0.670,
  "species": ["Pd", "O", "Cl", "O", "O", "O", "C", "C", "N", "C", "C", "N", "C", "C", "H", "H", "H", "H", "H", "H", "H", "H", "H", "H", "H", "H", "O", "S", "C", "C", "C", "C", "C", "C", "C", "C", "C", "C", "C", "C", "H", "H", "H", "H", "H", "H", "H", "H", "H", "H"],
  "coordinates": [[-0.38378, 0.28371, -0.43887], [-1.54996, 1.77777, 0.57420], [-0.70025, 2.88600, 0.05741], [-1.49718, 3.86557, -0.55990], [0.18154, 3.38706, 1.03937], [0.11021, 2.13831, -1.00828], [1.31253, -0.07722, -2.75921], [2.68353, -0.48799, -3.36062], [3.42850, -1.31801, -2.42472], [3.71693, -0.54799, -1.22315], [2.40395, -0.02150, -0.58379], [1.22942, -0.55626, -1.34759], [1.31397, -2.04101, -1.35157], [2.62269, -2.47483, -2.06580], [0.47900, -0.52622, -3.29986], [1.17796, 1.00222, -2.76281], [3.27738, 0.39558, -3.59237], [2.53809, -1.04199, -4.28757], [4.36863, 0.28482, -1.48440], [4.25521, -1.18456, -0.52173], [2.34741, 1.06507, -0.61436], [2.29780, -0.34767, 0.45016], [0.43525, -2.42109, -1.86444], [1.27358, -2.38313, -0.32048], [2.39343, -3.03267, -2.97383], [3.20530, -3.12654, -1.41553], [-1.02354, -1.60539, 0.03965], [-2.45229, -1.85773, 0.58416], [-3.05306, -3.21766, -0.38237], [-4.19453, -3.85499, 0.08270], [-4.71759, -4.90866, -0.64907], [-4.09097, -5.32024, -1.81767], [-2.94002, -4.68324, -2.26106], [-2.41147, -3.62216, -1.54223], [-3.41023, -0.52774, -0.06786], [-4.11504, 0.25517, 0.83624], [-4.79025, 1.37102, 0.36959], [-4.72768, 1.69870, -0.97102], [-4.01697, 0.90291, -1.86377], [-3.36184, -0.23040, -1.41151], [-4.66627, -3.53289, 1.00365], [-5.60754, -5.41471, -0.30159], [-4.49823, -6.14835, -2.38165], [-2.45027, -5.01518, -3.16650], [-1.51147, -3.12062, -1.86505], [-4.11757, 0.00259, 1.88924], [-5.34491, 1.99377, 1.05766], [-5.23836, 2.58123, -1.33213], [-3.99248, 1.16286, -2.91335], [-2.83406, -0.88125, -2.09904]]
}



{
  "formula": "C18H22ClN3O3",
  "method": "ωB97M-V/def2-TZVPD",
  "e_homo_ev": -8.5294,
  "de_lowest_ev": 2.152,
  "max_force_ev_per_a": 1.338,
  "smiles": "Cc1onc(-c2ccccc2Cl)c1C(=O)NCCCN1CCOCC1",
  "species": ["C", "C", "C", "C", "N", "O", "C", "C", "C", "C", "C", "C", "Cl", "H", "H", "H", "H", "C", "O", "N", "H", "C", "H", "H", "C", "H", "H", "C", "N", "C", "C", "O", "C", "C", "H", "H", "H", "H", "H", "H", "H", "H", "H", "H", "H", "H", "H"],
  "coordinates": [[-1.34611, 1.46730, 3.60170], [-0.53344, 0.31807, 3.15038], [0.04819, 0.02816, 1.93326], [0.69315, -1.22556, 2.17380], [0.49451, -1.61044, 3.40533], [-0.25596, -0.66236, 4.01477], [1.47736, -2.05542, 1.24669], [0.88792, -3.12710, 0.58555], [1.62807, -3.90703, -0.28493], [2.96820, -3.62862, -0.49754], [3.57378, -2.57019, 0.15781], [2.82886, -1.78891, 1.02552], [3.57182, -0.45358, 1.84070], [4.61785, -2.34891, 0.00378], [3.54856, -4.23843, -1.17263], [1.15959, -4.73557, -0.79317], [-0.15475, -3.34128, 0.76361], [-0.06432, 0.84548, 0.70681], [-0.80362, 1.81429, 0.64616], [0.70475, 0.43505, -0.32193], [1.26515, -0.39637, -0.21796], [0.66844, 1.03367, -1.63463], [0.07496, 1.94678, -1.56156], [1.69033, 1.28137, -1.93800], [0.02136, 0.09519, -2.65550], [0.47052, -0.89861, -2.58309], [0.20385, 0.48436, -3.65690], [-1.48815, 0.00708, -2.41370], [-2.10464, 1.28748, -2.71251], [-2.65030, 1.36017, -4.05329], [-3.08869, 2.79797, -4.33339], [-4.04525, 3.23299, -3.39857], [-3.52689, 3.14612, -2.08970], [-3.09654, 1.72102, -1.74495], [-2.64197, 1.72097, -0.75309], [-3.98448, 1.06318, -1.74478], [-4.32225, 3.48105, -1.42239], [-2.65867, 3.81336, -1.98856], [-3.55927, 2.87575, -5.31538], [-2.20519, 3.45366, -4.29610], [-1.88121, 1.06778, -4.77132], [-3.52079, 0.68825, -4.17394], [-1.92066, -0.80342, -3.02016], [-1.66176, -0.23798, -1.36296], [-1.53165, 2.11991, 2.75338], [-0.81658, 2.01421, 4.38053], [-2.28848, 1.11638, 4.01840]]
}



{
  "formula": "C18H22CoN10O5SSe",
  "method": "ωB97M-V/def2-TZVPD",
  "e_homo_ev": [-10.9833, -10.9834],
  "de_lowest_ev": 0.372,
  "total_charge": 1,
  "max_force_ev_per_a": 1.513,
  "species": ["Co", "O", "C", "C", "C", "N", "C", "C", "C", "O", "O", "C", "O", "O", "H", "H", "H", "C", "C", "C", "N", "N", "C", "N", "S", "H", "H", "H", "H", "H", "H", "H", "C", "N", "C", "C", "N", "C", "C", "Se", "H", "H", "H", "H", "H", "H", "H", "H", "N", "C", "N", "N", "C", "N", "H", "H", "H", "H"],
  "coordinates": [[-0.54582, -0.42964, -0.69096], [-1.01179, 3.20345, 3.94914], [-0.96464, 2.36497, 2.90099], [-1.97335, 2.30415, 1.93570], [-1.81257, 1.41661, 0.89683], [-0.73661, 0.65183, 0.81304], [0.22164, 0.67658, 1.72878], [0.14821, 1.52468, 2.80669], [1.33901, -0.26093, 1.36739], [2.28329, -0.43611, 2.11067], [1.16847, -0.76905, 0.19188], [-2.75340, 1.15579, -0.24876], [-3.89472, 1.56387, -0.22944], [-2.18348, 0.43739, -1.16656], [-1.78408, 3.77933, 3.89581], [-2.85710, 2.92934, 1.96921], [0.93403, 1.54404, 3.54840], [-3.49139, -3.49746, -1.92383], [-2.74491, -2.34482, -2.59636], [-1.26463, -2.54178, -2.61497], [-0.41445, -1.63570, -2.24582], [0.91139, -2.02645, -2.33876], [1.01654, -3.23748, -2.77174], [2.21280, -3.84849, -2.99779], [-0.50487, -3.99681, -3.12328], [-4.55953, -3.28852, -1.90835], [-3.14849, -3.62905, -0.89833], [-3.34350, -4.43794, -2.45777], [-2.93134, -1.40042, -2.08416], [-3.08803, -2.23344, -3.62795], [3.00274, -3.44143, -2.52214], [2.23053, -4.84835, -3.10045], [3.63678, 0.90688, -0.41951], [3.33615, 0.51776, -1.79676], [4.25651, -0.05522, -2.64146], [3.63213, -0.28060, -3.81774], [2.33992, 0.15871, -3.67309], [1.33440, 0.09244, -4.72561], [2.15768, 0.63412, -2.42756], [0.57494, 1.42029, -1.78386], [4.69336, 1.15496, -0.36227], [3.40671, 0.09351, 0.26314], [3.04050, 1.77732, -0.15952], [5.27343, -0.23477, -2.34248], [3.99742, -0.69777, -4.73897], [1.65423, 0.68998, -5.57664], [0.39933, 0.48239, -4.33645], [1.20138, -0.94340, -5.03207], [-3.54763, -2.30423, 4.36513], [-3.24679, -1.89280, 3.13240], [-3.93948, -0.87319, 2.59930], [-2.26216, -2.51828, 2.50916], [-1.86456, -2.14253, 1.34366], [-1.47058, -1.85398, 0.29006], [-4.24909, -1.85449, 4.92452], [-2.97850, -3.02479, 4.77491], [-4.74930, -0.49366, 3.05814], [-3.79818, -0.61639, 1.63452]]
}



Energy per entry: -173775.44240 -59063.27163 -42157.62470 -157967.97482 eV